[1]
Here is 10 unconnected molecules or ions with the total composition C12H44N16O10 from OMol25. Energies are from wB97M-V/def2-TZVPD.

The electronic energy comes out at -57475.36973 eV. As for the energy above the lowest of the compared OMol25 structures with the same formula, charge and spin: 674.68 kJ/mol. As for the multiplicity: 1. The value obtained for the HOMO energy is -9.06 eV. The value obtained for the LUMO energy is -0.251 eV. As for the SMILES: NC(N)=O.NC(N)=O.NC(N)=O.NC(N)=O.NC(N)=O.NC(N)=O.NC(N)=O.NC(N)=O.CCO.CCO.

The geometry in XYZ format:
```
82
Properties=species:S:1:pos:R:3:mulliken_charge:R:1
O -8.00995 0.01256 1.85250 -0.684
O -2.87985 4.27275 5.87209 -0.668
O -3.44952 -4.04299 0.76089 -0.610
O 3.54440 0.38005 -5.73997 -0.686
O 1.17042 5.34746 -1.88985 -0.677
O -3.99688 0.46999 -2.68557 -0.667
O 4.48216 1.58825 2.56489 -0.673
O 4.18517 -4.07022 -0.38165 -0.656
O 1.28612 -4.77631 3.07812 -0.464
O 0.16601 0.96396 2.34656 -0.499
N -7.47392 -0.18477 -0.28925 -0.407
N -1.94949 6.28231 6.07013 -0.356
N 4.11188 -2.78272 -2.13963 -0.350
N -1.14700 5.05499 4.59883 -0.381
N 0.29839 6.12866 -3.77016 -0.382
N 1.46395 0.95409 -5.16311 -0.372
N -4.63723 0.00919 -4.80389 -0.404
N 5.90858 -2.98452 -1.20065 -0.417
N 5.82779 0.85040 0.96400 -0.371
N 3.04696 1.79912 -4.07713 -0.331
N 5.58744 -0.22307 2.78161 -0.404
N -1.00678 5.30993 -2.27123 -0.391
N -5.85177 0.22538 1.10432 -0.391
N -3.89184 -5.31282 -0.97103 -0.433
N -1.94330 -5.25846 -0.02632 -0.328
N -3.19194 -1.16392 -3.86211 -0.376
C -7.14385 -0.00292 0.96306 0.635
C -3.11083 -4.81063 -0.03223 0.675
C 5.30188 0.83606 2.10962 0.698
C 1.88181 -4.71947 4.35275 -0.367
C 0.69154 0.46702 0.10434 -1.153
C 4.65636 -3.27229 -1.12743 0.771
C 2.77193 1.02569 -5.04714 0.666
C -2.05818 5.13206 5.53563 0.677
C 0.21727 5.56199 -2.61842 0.687
C 2.07807 -3.19882 4.71241 -0.770
C -3.91750 -0.12461 -3.72677 0.706
C -0.16429 0.02595 1.32170 -0.132
H -2.80131 -1.65377 -3.06992 0.209
H -0.46177 5.77357 4.41386 0.165
H -3.55025 -6.01806 -1.60825 0.154
H -1.19465 -4.93588 0.56996 0.188
H -5.54433 0.16444 2.06446 0.235
H -5.09988 0.90486 -4.86575 0.237
H 1.29329 -5.29801 5.06481 0.254
H -1.10856 4.95770 -1.33013 0.226
H 0.80265 1.41188 -4.55220 0.155
H -1.08858 6.74608 5.81743 0.147
H 1.72259 0.11345 0.10634 0.372
H -2.61405 6.59891 6.76166 0.214
H -1.66670 -5.92681 -0.73123 0.124
H 5.58465 1.62590 0.36437 0.225
H 1.18533 -2.62761 4.96707 0.280
H 0.06457 -0.97612 1.68447 0.146
H 4.02417 1.85919 -3.82906 0.208
H -1.79099 5.44170 -2.89392 0.164
H -3.07328 -1.56666 -4.78071 0.133
H 1.12181 1.04457 2.38581 0.290
H 2.31884 2.05490 -3.42558 0.169
H 3.12801 -2.94298 -2.30220 0.191
H -1.20051 -0.11950 1.01644 0.267
H 2.76289 -5.35819 4.29077 0.283
H -6.77908 0.10284 -0.96349 0.176
H 6.27964 -2.50523 -2.00854 0.139
H 0.77788 1.53996 -0.06731 0.370
H -0.51767 6.21961 -4.35828 0.155
H 2.04250 -4.82477 2.48895 0.289
H 0.36097 -0.01973 -0.81321 0.332
H -5.23883 -0.04485 0.34842 0.196
H 1.16916 6.30065 -4.25211 0.225
H -1.04000 4.12027 4.23150 0.200
H 2.59471 -2.72002 3.88058 0.144
H 6.29303 0.05426 0.55190 0.163
H -4.88488 -5.17480 -0.84883 0.231
H 2.68599 -3.08189 5.60955 0.350
H 4.65957 -2.19281 -2.74966 0.132
H 5.09313 -0.42190 3.63964 0.215
H 6.09415 -0.98089 2.34681 0.148
H -8.44516 0.00541 -0.49075 0.243
H 1.09435 0.30704 -5.84489 0.190
H 6.57412 -3.16835 -0.46353 0.190
H -4.48150 -0.55769 -5.62517 0.159
```



[2]
Here is 10 unconnected molecules or ions with the total composition C12H44N18O10 from OMol25. Energies are from wB97M-V/def2-TZVPD.

The electronic energy comes out at -60464.52398 eV. As for the energy above the lowest of the compared OMol25 structures with the same formula, charge and spin: 48.34 kJ/mol. As for the multiplicity: 1. The value obtained for the HOMO energy is -8.41 eV. The value obtained for the LUMO energy is -0.251 eV. As for the SMILES: NC(N)=O.NC(N)=O.NC(N)=O.NC(N)=O.NC(N)=O.NC(N)=O.NC(N)=O.NC(N)=O.NC(N)=O.CC(C)O.

The geometry in XYZ format:
```
84
Properties=species:S:1:pos:R:3:mulliken_charge:R:1
O -1.42274 0.52272 -0.37105 -0.916
O -4.62655 -0.78269 0.29993 -0.783
O -3.36489 -4.02479 3.48010 -0.704
O 1.70329 -3.29477 0.78444 -0.927
O 2.57901 -0.31904 2.50993 -0.694
O -0.50958 4.32771 0.59807 -0.801
O -1.59399 -5.35448 -0.11999 -0.606
O 1.54039 6.12931 4.44374 -0.702
O 1.00564 -1.88939 -4.35156 -0.601
O 2.95116 4.22313 -1.30199 -0.666
N 0.41908 0.53311 0.91078 0.215
N 2.20813 0.79371 4.44170 -0.437
N 4.28894 0.81337 3.45140 -0.439
N -0.99037 3.29156 -1.31286 -0.219
N -5.94736 -0.83507 -1.54712 -0.399
N 0.01885 5.33345 -1.40456 -0.314
N 3.77394 4.54235 0.78569 -0.306
N 0.37931 -4.88178 -1.15187 -0.264
N 3.77023 -2.24497 0.75248 -0.302
N 3.40379 -4.13681 -0.45398 -0.394
N 2.68079 2.61922 0.31028 0.047
N 1.20043 4.19829 3.29080 -0.208
N -3.77610 -0.19917 -1.72254 -0.190
N -0.25201 -1.42745 -0.00135 0.107
N -2.71818 -2.14618 2.34570 -0.222
N -1.29155 -5.88708 -2.31213 -0.376
N -0.19070 5.95890 2.95650 -0.327
N -4.84544 -2.88825 2.18903 -0.325
C 3.01753 0.38389 3.43294 0.558
C -0.51811 4.36087 -0.64570 0.667
C 2.88326 -3.22857 0.41748 0.585
C -0.05587 -1.08794 -3.81954 1.271
C -0.31518 0.04266 -4.78659 -1.465
C 0.89089 5.49560 3.60999 0.428
C -0.50210 -0.11010 0.16163 0.616
C -0.91367 -5.34100 -1.13505 0.549
C -3.64040 -3.08666 2.73027 0.489
C -4.76331 -0.62729 -0.92091 0.643
C 3.13367 3.80010 -0.16370 0.596
C -1.28774 -1.99049 -3.69727 -0.283
H -5.50721 -3.64196 2.25152 0.190
H -1.39151 2.53016 -0.78995 0.067
H 0.37546 -2.01896 0.52571 0.230
H 4.16423 5.44660 0.60455 0.201
H 3.45078 -1.47943 1.34294 0.300
H -2.20837 -6.29863 -2.33484 0.232
H 4.65211 1.30582 4.24773 0.198
H -1.82924 -2.09414 2.80057 0.082
H 2.22832 1.95178 -0.29070 0.061
H -0.90896 -2.88673 -3.19736 -0.187
H 4.76451 0.82524 2.56677 0.223
H -0.64967 -0.25295 -5.77907 0.371
H 2.59106 1.45800 5.09155 0.194
H -0.96450 3.29204 -2.31592 0.089
H 2.90337 -4.97770 -0.68062 0.264
H -2.98501 -1.51314 1.60819 0.272
H 0.93976 -4.79893 -1.98047 0.210
H -0.00760 5.17894 -2.39336 0.160
H 0.87537 -2.80300 -4.09012 0.304
H -2.07796 -1.51037 -3.12156 -0.183
H -1.72859 -2.30418 -4.64397 0.405
H 0.28669 -0.72576 -2.84681 -0.241
H 2.06835 3.82802 3.62165 0.062
H -6.74852 -1.06660 -0.98930 0.235
H -0.47890 6.90961 3.08316 0.212
H -0.47411 5.38817 2.16935 0.421
H 4.38194 -4.01841 -0.61807 0.129
H -3.78676 -0.22355 -2.72564 0.226
H -0.85090 -1.82281 -0.71003 -0.020
H 3.90248 4.13553 1.69193 0.085
H 2.89680 2.34033 1.24744 -0.058
H 0.56707 6.06599 -0.99675 0.227
H 0.63998 3.74468 2.58743 0.260
H -0.74410 -5.66853 -3.12023 0.187
H 0.49762 0.77108 -4.79539 0.367
H 0.23417 1.46432 1.24285 -0.153
H -6.03462 -0.72679 -2.53877 0.148
H 1.21112 0.70570 4.36085 0.236
H 0.66116 -4.27297 -0.37651 0.250
H -2.85917 0.02480 -1.32859 0.184
H -5.10236 -2.11068 1.58945 0.323
H 1.15779 -0.00647 1.33804 -0.092
H -1.13173 0.67265 -4.41154 0.296
H 4.69716 -2.40280 0.42073 0.134
```



[3]
Here is 12 unconnected molecules or ions with the total composition C12H45N22O14 from OMol25. Energies are from wB97M-V/def2-TZVPD.

The electronic energy comes out at -74629.62590 eV. As for the energy above the lowest of the compared OMol25 structures with the same formula, charge and spin: 776.43 kJ/mol. As for the multiplicity: 1. The value obtained for the HOMO energy is -6.92 eV. The value obtained for the LUMO energy is 1.293 eV. Its total charge is -1.

The geometry in XYZ format:
```
93
Properties=species:S:1:pos:R:3:mulliken_charge:R:1
O 6.69314 -2.60337 -2.64935 -0.731
O 5.65224 2.92334 -10.78500 -0.681
O 3.81334 0.99187 -7.08062 -0.503
O 3.61919 -0.72423 -5.61994 2.885
O 6.75503 -4.23088 -7.25573 -0.693
O -1.21507 1.94220 -4.69943 -0.744
O 2.77952 -3.78542 -9.28224 -0.747
O 3.94932 1.33599 -4.96954 0.107
O 8.14129 2.91027 -3.69373 -0.707
O 0.30336 -2.51085 -5.44000 -0.646
O 3.91882 4.35553 -6.93517 -0.620
O -0.83519 4.38754 -8.87291 -0.779
O 2.67893 0.97533 -0.05778 -0.788
O -1.38137 0.02571 -8.76650 -0.699
N 0.68698 3.10322 -5.13289 -0.211
N 3.68138 -1.97208 -8.58116 0.132
N 5.96913 2.60389 -3.32853 -0.018
N 4.15010 3.47689 -9.44465 -0.160
N 6.38355 -2.03547 -7.18905 -0.234
N 4.85108 -2.54221 -3.76495 -0.181
N 2.73923 1.77671 -2.01608 -0.224
N 3.75251 6.02439 -5.50196 -0.439
N 6.31284 3.95315 -8.85726 -0.256
N 1.23846 3.45479 -8.65442 0.047
N 0.32017 -3.37995 -3.40795 -0.395
N 7.21324 -2.90462 -8.99944 -0.440
N 5.46733 4.84096 -5.42599 -0.300
N 1.74583 -1.87572 -3.93409 0.192
N 0.87328 1.27631 -4.32455 0.282
N 0.13420 -1.55580 -8.86139 -0.270
N 4.27608 0.44771 -1.46430 -0.173
N -0.11735 2.54348 -9.99613 -0.216
N 6.93509 1.66727 -4.99571 -0.143
N 2.67681 -3.07440 -7.13895 -0.090
N 6.44065 -1.16857 -4.28789 0.071
N 0.52285 0.26492 -7.60816 0.287
C -0.00922 3.46616 -9.10644 0.545
C 0.77923 -2.60586 -4.34769 0.640
C 6.74847 -3.14120 -7.76420 0.704
C 0.00200 2.13196 -4.61166 0.343
C -0.30402 -0.37691 -8.42693 0.362
C 3.74160 0.48678 -5.82216 -0.601
C 3.29485 1.07990 -1.11852 0.549
C 5.45841 3.41430 -9.73454 0.416
C 3.10986 -3.06529 -8.38351 0.198
C 6.06358 -2.05224 -3.47910 0.436
C 7.10521 2.42846 -3.95971 0.391
C 4.40727 5.08604 -6.09468 0.439
H -0.46864 -2.00845 -9.53353 0.194
H 0.05459 3.81268 -5.47470 0.243
H 4.00764 -1.43128 -7.79301 -0.325
H 4.31647 6.58293 -4.87741 0.132
H -0.54369 -3.88404 -3.54848 0.293
H 1.50609 0.04309 -7.67236 -0.092
H -0.73402 2.70400 -10.77973 0.211
H 7.36637 -0.77232 -4.20957 0.121
H 5.73341 3.18278 -2.53518 0.217
H 7.67678 -3.68737 -9.43822 0.232
H 5.63091 5.57277 -4.74938 0.158
H 0.51004 0.40871 -3.95653 -0.001
H 5.16515 2.18701 -3.77567 -0.273
H 2.04328 -2.15585 -3.01043 0.179
H 1.80338 2.65378 -8.89806 -0.013
H 1.58372 4.28218 -8.18929 0.035
H 2.84084 6.29672 -5.84081 0.261
H 7.71691 1.44244 -5.59430 0.184
H 2.26950 -1.28510 -4.56420 -0.742
H 3.86702 1.92761 -6.87298 -0.092
H 0.64824 1.88584 -10.03483 0.131
H 4.46096 -3.16644 -3.07339 0.236
H 2.97890 1.56553 -2.97423 0.138
H 1.91057 -3.69426 -6.91817 0.199
H 4.39966 -0.40397 -0.93566 0.222
H 4.00077 3.69286 -8.46937 0.285
H 2.78610 -2.33301 -6.46183 -0.165
H 3.83360 -1.81764 -9.56761 0.173
H 1.95873 2.36248 -1.75573 0.161
H 6.11852 -2.09826 -6.21647 0.148
H 0.10596 1.06047 -7.14620 -0.067
H 7.29591 4.00428 -9.08319 0.200
H 5.71717 -0.68175 -4.79749 -0.367
H 5.96191 1.41386 -5.08962 -0.140
H 4.73159 0.55950 -2.35879 0.020
H 5.90460 4.47353 -8.09395 0.123
H 1.85564 1.45680 -4.47454 -0.684
H 0.76984 -3.20569 -2.52052 0.103
H 7.14704 -1.99635 -9.43622 0.151
H 4.30349 -1.95572 -4.37835 -0.029
H 0.93566 -2.01015 -8.44746 0.271
H 1.65451 3.28630 -4.90823 0.162
H 3.48761 3.40367 -10.20349 0.167
H 6.57416 -1.12080 -7.57266 0.120
H 5.86895 3.91939 -5.32855 0.180
```



> The highest electronic energy belongs to which entry?

C12H44N16O10



> Among the records above, which one has the lowest HOMO?

C12H44N16O10



> Look up the electronic energy of the third one.

-74629.62590 eV